No. 1
Below is an isolated molecule of C3H3NS2, with properties calculated with the ωB97M-V functional and the def2-TZVPD basis.

Its SMILES is N#CCSC=S. Its energy above the lowest of the compared OMol25 structures with the same formula, charge and spin is 0.312 eV. The strongest force on any atom is 1.77 eV/Å. The lowest unoccupied orbital energy is -0.0248 Ha. The HOMO energy comes out at -9.3 eV. As for the HOMO-LUMO gap: 8.6051 eV.

The geometry in XYZ format:
```
9
Properties=species:S:1:pos:R:3:lowdin_charge:R:1
N -0.4441 2.3136 1.3680 0.150
C -0.3028 1.1874 1.1513 -0.301
C 0.0048 -0.2613 1.0475 -0.518
S -0.7946 -1.0994 -0.3185 0.850
C -0.0080 -0.4715 -1.7698 -1.000
S 1.3248 0.4764 -1.8703 0.629
H 1.1436 -0.4243 1.0877 0.112
H -0.4235 -0.7931 1.9218 0.081
H -0.5002 -0.9278 -2.6176 -0.004
```

=====

No. 2
Below is a structure of composition C29H16BiCl5N6O2, with properties calculated with the ωB97M-V functional and the def2-TZVPD basis.

Its energy above the lowest of the compared OMol25 structures with the same formula, charge and spin is 0.000 eV. The strongest force on any atom is 0.25 eV/Å. The lowest unoccupied orbital energy is -0.0257 Ha. The HOMO energy comes out at -7.6 eV. As for the HOMO-LUMO gap: 6.8651 eV.

The geometry in XYZ format:
```
59
Properties=species:S:1:pos:R:3:lowdin_charge:R:1
Bi 0.2674 0.4727 1.3168 1.876
C 4.8581 0.9117 1.9052 -0.067
C 5.4704 0.2818 0.8248 -0.058
C 4.7101 -0.4777 -0.0288 0.003
C 3.3323 -0.6158 0.1946 -0.320
N 2.7505 -0.0056 1.2373 -0.028
C 3.5020 0.7405 2.0583 -0.159
N 2.6469 -1.3966 -0.7098 0.177
C 1.4254 -1.7763 -0.6006 -0.291
N 0.4809 -1.5718 0.4097 -0.013
C -0.6707 -2.2895 0.0701 -0.290
N -1.7712 -2.4770 0.7034 0.178
C -2.0774 -1.9665 1.9452 -0.323
C -3.2583 -2.4418 2.5332 0.004
C -3.6313 -1.9974 3.7766 -0.057
C -2.8268 -1.0739 4.4383 -0.067
C -1.6898 -0.6425 3.7952 -0.161
N -1.3104 -1.0721 2.5837 -0.026
C -0.4669 -2.9130 -1.2542 -0.110
C -1.3296 -3.6378 -2.0529 -0.001
C -0.8526 -4.0411 -3.2942 -0.063
C 0.4448 -3.7304 -3.7054 -0.064
C 1.3042 -3.0061 -2.8883 -0.003
C 0.8139 -2.6051 -1.6607 -0.112
H 5.4146 1.5244 2.5993 0.103
H 6.5334 0.3944 0.6548 0.110
H 5.1314 -0.9806 -0.8868 0.116
H 2.9735 1.2212 2.8767 0.098
H -3.8475 -3.1517 1.9714 0.116
H -4.5437 -2.3573 4.2343 0.110
H -3.0812 -0.6927 5.4166 0.103
H -1.0363 0.0895 4.2620 0.096
H -2.3372 -3.8550 -1.7247 0.118
H -1.5010 -4.5923 -3.9627 0.106
H 0.7782 -4.0470 -4.6851 0.105
H 2.3062 -2.7410 -3.1977 0.116
Cl -0.2207 -0.1645 -5.4619 0.665
C -0.6426 0.0580 -3.8042 -0.710
C -1.9258 -0.2388 -3.3590 -0.710
Cl -3.1092 -0.8433 -4.4589 0.666
C -2.2554 -0.0638 -2.0127 -0.619
Cl -3.8243 -0.4550 -1.4144 0.712
C -1.3125 0.4155 -1.1124 -0.412
O -1.5639 0.5613 0.1874 -0.301
C -0.0078 0.7071 -1.5631 -0.416
O 0.8828 1.1113 -0.6540 -0.328
C 0.3148 0.5270 -2.9006 -0.619
Cl 1.9292 0.8754 -3.4011 0.711
Cl -1.8615 6.3224 3.2611 0.676
C -1.1378 5.4289 1.9665 -0.656
C -1.0095 5.9846 0.7068 -0.084
C -0.4187 5.2182 -0.2820 -0.038
C 0.0141 3.9366 0.0226 -0.120
N -0.1167 3.4068 1.2410 0.003
C -0.6823 4.1421 2.1939 -0.171
H -1.3643 6.9878 0.5136 0.112
H -0.2965 5.6059 -1.2837 0.112
H 0.4840 3.3008 -0.7166 0.099
H -0.7876 3.6953 3.1763 0.107
```

=====

No. 3
Below is a cluster of 6 separate species, C27H40N5O4S in total, with properties calculated with the ωB97M-V functional and the def2-TZVPD basis.

The strongest force on any atom is 5.65 eV/Å. The lowest unoccupied orbital energy is 0.0729 Ha. The HOMO energy comes out at -5.3 eV. Its charge is -1. As for the HOMO-LUMO gap: 7.2580 eV.

The geometry in XYZ format:
```
77
Properties=species:S:1:pos:R:3:lowdin_charge:R:1
C 2.2082 -2.8759 -0.7102 -0.083
C 1.0628 -1.7978 -0.9238 -0.275
O 1.4396 -0.4571 -0.5609 -0.182
C 0.4245 0.4919 -0.9199 -0.221
C -0.9261 0.3789 -0.0700 -0.159
C -2.2465 0.2090 -0.9885 -0.196
C -2.1896 -1.0570 -1.9508 -0.241
C -3.6385 -1.6971 -2.2457 -0.248
S -4.3129 -2.5584 -0.7367 0.558
O -5.2493 -3.6417 -1.2599 -0.460
O -3.2154 -3.2776 0.0265 -0.435
O -5.0586 -1.5089 0.2433 -0.486
H 1.9334 -3.7786 -1.3546 0.080
H 2.1459 -3.2411 0.3674 0.078
H 3.2411 -2.5360 -1.0149 0.072
H 0.6471 -1.7968 -1.9934 0.120
H 0.1785 -2.1098 -0.2647 0.117
H 0.1219 0.4185 -2.0269 0.112
H 0.7995 1.5656 -0.7963 0.107
H -0.9198 -0.4555 0.6931 0.118
H -1.0634 1.3626 0.4815 0.093
H -3.1906 0.1491 -0.3608 0.098
H -2.3099 1.1760 -1.5930 0.102
H -1.5974 -1.8937 -1.4587 0.082
H -1.6804 -0.8016 -2.9448 0.100
H -4.3702 -0.9578 -2.6871 0.099
H -3.4606 -2.5107 -3.0315 0.101
N 0.4108 4.4563 0.7682 0.008
C -0.0981 4.4946 2.0380 -0.135
C 0.9008 4.1262 2.9042 -0.116
C 2.0570 3.8611 2.1286 -0.109
C 1.7253 4.0760 0.8148 -0.145
H -0.1014 4.6744 -0.0695 0.146
H -1.1238 4.7780 2.2147 0.108
H 0.8102 4.0566 3.9779 0.077
H 3.0244 3.5485 2.4921 0.070
H 2.3085 3.9902 -0.0888 0.107
N 6.0187 3.3178 3.6839 0.003
C 6.8687 3.9957 4.5160 -0.148
C 7.5017 4.9638 3.7764 -0.118
C 7.0110 4.8700 2.4498 -0.114
C 6.0956 3.8477 2.4240 -0.148
H 5.4284 2.5498 3.9563 0.140
H 6.9504 3.7304 5.5586 0.103
H 8.2354 5.6627 4.1486 0.088
H 7.2958 5.4830 1.6082 0.089
H 5.4948 3.4515 1.6201 0.104
N -5.4166 -6.5403 -2.5615 0.024
C -4.0998 -6.8473 -2.3700 -0.130
C -3.8289 -8.0053 -3.0595 -0.132
C -5.0296 -8.4073 -3.6957 -0.143
C -5.9914 -7.4811 -3.3717 -0.157
H -5.8901 -5.7398 -2.1656 0.121
H -3.4701 -6.2179 -1.7599 0.112
H -2.8730 -8.5057 -3.1019 0.079
H -5.1742 -9.2760 -4.3210 0.077
H -7.0326 -7.4121 -3.6465 0.097
N 1.8369 2.3223 6.1492 0.007
C 2.9216 2.6962 6.8962 -0.148
C 2.6688 2.3658 8.2045 -0.120
C 1.3858 1.7651 8.2472 -0.117
C 0.8983 1.7496 6.9639 -0.134
H 1.7446 2.4486 5.1546 0.120
H 3.7766 3.1652 6.4338 0.095
H 3.3333 2.5361 9.0380 0.087
H 0.8762 1.3857 9.1199 0.089
H -0.0331 1.3826 6.5616 0.110
N -2.1588 1.0926 -6.1155 0.001
C -0.8376 0.7898 -5.9238 -0.152
C -0.5653 -0.3689 -6.6075 -0.117
C -1.7659 -0.7774 -7.2404 -0.115
C -2.7311 0.1450 -6.9210 -0.143
H -2.6351 1.8877 -5.7256 0.143
H -0.2079 1.4223 -5.3176 0.102
H 0.3915 -0.8668 -6.6487 0.089
H -1.9076 -1.6494 -7.8607 0.089
H -3.7725 0.2079 -7.1953 0.104
```

=====

No. 4
Below is a cluster of 2 separate species, CH4O4Si in total, with properties calculated with the ωB97M-V functional and the def2-TZVPD basis.

Its energy above the lowest of the compared OMol25 structures with the same formula, charge and spin is 3.357 eV. The strongest force on any atom is 3.62 eV/Å. The lowest unoccupied orbital energy (spin up / spin down) is -0.0047 / 0.0073 Ha. The HOMO energy (spin up / spin down) comes out at -7.8 / -7.1 eV. As for the HOMO-LUMO gap (spin up / spin down): 7.6380 / 7.2809 eV.

The geometry in XYZ format:
```
10
Properties=species:S:1:pos:R:3:lowdin_charge:R:1
C 2.4200 0.6048 -0.3315 -0.138
O 3.1581 -0.2668 -0.0320 -0.026
O -1.5045 1.0801 -0.7487 -0.100
O -1.0696 -1.5982 -0.5392 -0.098
O -0.8164 -0.2261 1.6874 -0.183
Si -0.7221 -0.1245 0.0478 0.345
H 2.6093 1.7160 -0.6672 0.069
H -2.2017 1.5164 -0.3690 0.003
H -1.7075 -1.7984 -1.1585 0.014
H -0.1655 -0.9034 2.1110 0.114
```